1.
Formula: C29H36F2N3O7P4Y
Source: the Open Molecules 2025 dataset
Level of theory: wB97M-V/def2-TZVPD

Each line ends with the Mulliken charge.
Geometry (Å):
Y (0.8378, -1.5904, -0.3017)  0.12
C (-0.1754, 0.9183, 2.8598)  -1.64
P (-0.7862, 0.3934, 1.2290)  2.02
C (-0.8877, 1.9997, 0.3214)  0.37
N (-1.2301, 3.0625, 1.0074)  -0.36
C (-1.5082, 4.2013, 0.3294)  0.19
C (-1.8645, 5.3732, 1.0363)  -0.54
C (-2.2174, 6.4937, 0.3433)  -0.54
C (-2.2353, 6.4959, -1.0736)  -0.58
C (-1.8863, 5.3814, -1.7780)  -0.55
C (-1.5008, 4.2108, -1.0829)  0.14
N (-1.0907, 3.1225, -1.7745)  -0.43
C (-0.7309, 2.0560, -1.1044)  -0.53
P (0.0291, 0.6594, -2.0560)  1.41
C (-1.2576, 0.3085, -3.2931)  -1.61
C (1.4578, 1.4292, -2.9870)  1.98
C (1.8541, 0.4049, -4.0596)  -1.98
C (1.1754, 2.7698, -3.6626)  -1.90
C (2.5942, 1.5861, -1.9677)  -1.69
C (-2.6006, -0.0036, 1.4734)  1.63
C (-2.6473, -1.2892, 2.3072)  -1.77
C (-3.1891, -0.2778, 0.0834)  -1.41
C (-3.3949, 1.0924, 2.1737)  -1.86
H (-0.7583, 1.7405, 3.2685)  0.54
H (0.8661, 1.2203, 2.7513)  0.40
H (-0.1962, 0.0596, 3.5317)  0.34
H (-1.8556, 5.3405, 2.1179)  0.46
H (-2.4944, 7.3939, 0.8763)  0.40
H (-2.5251, 7.3978, -1.5968)  0.41
H (-1.8784, 5.3592, -2.8599)  0.46
H (-1.4950, 1.1918, -3.8848)  0.35
H (-2.1485, -0.0293, -2.7632)  0.34
H (-0.9235, -0.5117, -3.9273)  0.45
H (1.1152, 0.3686, -4.8619)  0.35
H (1.9838, -0.5972, -3.6517)  0.49
H (2.8094, 0.7027, -4.4988)  0.50
H (0.2762, 2.7415, -4.2784)  0.25
H (2.0246, 3.0110, -4.3084)  0.54
H (1.0635, 3.5739, -2.9378)  0.36
H (2.9310, 0.6135, -1.6039)  0.14
H (2.2891, 2.2080, -1.1198)  0.25
H (3.4458, 2.0779, -2.4441)  0.63
H (-2.0793, -2.0911, 1.8365)  0.24
H (-3.6841, -1.6224, 2.3992)  0.55
H (-2.2582, -1.1303, 3.3153)  0.38
H (-2.6485, -1.0721, -0.4365)  0.01
H (-3.1755, 0.6249, -0.5348)  0.28
H (-4.2319, -0.5900, 0.1826)  0.57
H (-2.9681, 1.3484, 3.1443)  0.33
H (-4.4133, 0.7289, 2.3391)  0.51
H (-3.4549, 2.0008, 1.5763)  0.34
F (5.0995, 0.6859, 2.8707)  -0.36
C (4.0936, -0.2094, 2.8327)  0.27
C (3.2526, -0.2536, 1.7378)  -0.52
C (2.2065, -1.1742, 1.6863)  0.77
C (2.0264, -2.0559, 2.7711)  -0.50
C (2.9191, -1.9850, 3.8389)  0.79
F (2.8379, -2.8407, 4.8869)  -0.37
C (3.9513, -1.0709, 3.8996)  -0.84
C (0.9240, -3.0528, 2.6932)  0.77
C (0.4689, -3.7969, 3.7823)  -1.25
C (-0.5200, -4.7470, 3.6062)  -0.52
C (-1.0501, -4.9568, 2.3454)  -1.00
C (-0.5989, -4.1575, 1.3170)  -0.48
N (0.3416, -3.2156, 1.4810)  0.76
H (3.4566, 0.4380, 0.9248)  0.41
H (4.6274, -1.0502, 4.7419)  0.51
H (0.8931, -3.6382, 4.7585)  0.56
H (-0.8660, -5.3267, 4.4528)  0.43
H (-1.8051, -5.7059, 2.1544)  0.49
H (-1.0135, -4.2589, 0.3229)  0.55
O (3.6609, -4.1066, -1.7058)  -0.45
P (2.5188, -3.1985, -2.3195)  0.33
O (2.4163, -3.2997, -3.7929)  -0.82
O (2.6309, -1.8379, -1.6343)  -0.56
O (1.1580, -3.7777, -1.6340)  -0.19
P (-0.4241, -3.6613, -2.2325)  0.41
O (-0.1847, -3.0570, -3.6709)  -0.53
O (-1.0682, -4.9689, -2.1557)  -0.80
O (-0.9430, -2.5327, -1.3321)  -0.03
H (3.8841, -4.8445, -2.2869)  0.36
H (0.7449, -3.2003, -3.9938)  0.46

The molecular weight comes out at 789.4 g/mol. Its orbital gap is 7.527 eV. Its LUMO energy is -1.12 eV. The calculation puts the total energy at -3421.59534 Ha. As for the total charge: 0. The HOMO energy comes out at -8.64 eV.


2.
Formula: C29H36HgN4OSi
Source: the Open Molecules 2025 dataset
Level of theory: wB97M-V/def2-TZVPD

Each line ends with the Mulliken charge.
Geometry (Å):
Hg (-0.7944, -0.4060, -1.0604)  0.22
C (-2.6749, -1.2915, 1.8175)  -0.76
Si (-1.1037, -1.2085, 2.8605)  -0.01
C (-1.5125, 0.0810, 4.2009)  -0.97
C (-0.9954, -2.8853, 3.7619)  -1.13
N (0.2307, -0.8722, 1.8858)  0.36
C (1.4740, -0.5752, 2.2824)  -0.13
C (1.9516, -0.6142, 3.6262)  -0.15
C (3.2503, -0.2973, 3.9805)  -0.90
C (4.1767, 0.0920, 3.0193)  -0.72
C (3.7592, 0.1548, 1.6931)  -0.36
C (2.4698, -0.1823, 1.3370)  0.20
O (2.0353, -0.0475, 0.0201)  -0.10
C (2.7952, -0.4534, -1.0184)  0.31
C (3.6776, -1.5298, -0.9556)  -0.39
C (4.3493, -1.9360, -2.0997)  -0.60
C (4.1502, -1.2876, -3.3114)  -0.50
C (3.2586, -0.2221, -3.3688)  -0.59
C (2.5837, 0.1954, -2.2346)  -0.34
H (-3.5053, -1.6834, 2.4149)  0.29
H (-2.5578, -1.9214, 0.9336)  0.08
H (-2.9467, -0.2900, 1.4736)  0.15
H (-2.5309, -0.0527, 4.5777)  0.36
H (-1.4495, 1.0789, 3.7601)  0.19
H (-0.8301, 0.0477, 5.0538)  0.33
H (-1.9462, -3.1468, 4.2372)  0.33
H (-0.2236, -2.8828, 4.5360)  0.31
H (-0.7444, -3.6767, 3.0501)  0.28
H (1.2458, -0.9141, 4.3928)  0.17
H (3.5481, -0.3592, 5.0221)  0.37
H (5.1907, 0.3581, 3.2884)  0.35
H (4.4500, 0.4761, 0.9206)  0.45
H (3.8264, -2.0424, -0.0143)  0.43
H (5.0312, -2.7762, -2.0413)  0.34
H (4.6838, -1.6050, -4.1984)  0.36
H (3.0830, 0.2874, -4.3089)  0.40
H (1.8690, 1.0089, -2.2635)  0.42
N (0.5555, -2.6179, -3.1570)  -0.21
C (-0.2018, -3.8366, -3.3781)  -0.63
C (-0.4883, -4.5404, -2.0501)  -0.78
N (-1.2353, -3.7041, -1.1268)  -0.24
H (0.7558, -2.1171, -4.0112)  0.19
H (1.4316, -2.7969, -2.6795)  0.05
H (0.3041, -4.5617, -4.0364)  0.31
H (-1.1514, -3.5668, -3.8498)  0.36
H (0.4722, -4.7949, -1.5924)  0.36
H (-0.9933, -5.4901, -2.2727)  0.32
H (-0.9244, -3.7728, -0.1697)  0.11
H (-2.2336, -3.8401, -1.1727)  0.17
C (-4.3076, 3.0778, -3.7800)  -0.35
C (-4.4973, 3.0425, -2.4027)  -0.78
C (-3.4149, 2.9969, -1.5452)  0.03
C (-2.0976, 2.9720, -2.0494)  0.07
C (-1.9274, 2.9790, -3.4477)  -0.22
C (-3.0138, 3.0465, -4.2943)  -0.57
N (-0.9806, 2.8358, -1.2838)  -0.36
C (-0.9010, 3.2498, 0.0120)  -0.50
C (-1.6156, 4.3436, 0.5480)  -0.32
C (-1.4059, 4.7453, 1.8542)  -0.61
C (-0.5089, 4.0631, 2.6698)  -0.47
C (0.2064, 2.9841, 2.1541)  -0.56
C (0.0324, 2.5945, 0.8436)  0.67
H (-5.1598, 3.0988, -4.4472)  0.37
H (-5.5034, 3.0372, -2.0015)  0.34
H (-3.5660, 2.9205, -0.4770)  0.51
H (-0.9185, 2.9249, -3.8351)  0.40
H (-2.8586, 3.0550, -5.3662)  0.36
H (-2.2944, 4.8959, -0.0887)  0.54
H (-1.9428, 5.6032, 2.2417)  0.36
H (-0.3683, 4.3693, 3.6986)  0.40
H (0.9027, 2.4365, 2.7781)  0.43
H (0.5746, 1.7466, 0.4444)  0.20

The molecular weight comes out at 685.3 g/mol. Its orbital gap (spin up / spin down) is 6.148 / 4.407 eV. Its spin multiplicity is 2. Its LUMO energy (spin up / spin down) is 2.83 / 1.09 eV. The calculation puts the total energy at -1863.89203 Ha. As for the total charge: -1. The HOMO energy (spin up / spin down) comes out at -3.32 / -3.32 eV.


3.
Formula: C29H36N4SiSr
Source: the Open Molecules 2025 dataset
Level of theory: wB97M-V/def2-TZVPD

Each line ends with the Mulliken charge.
Geometry (Å):
Sr (-0.1889, -1.0391, 0.0266)  1.86
C (-0.8486, 0.9764, 2.9576)  -1.16
N (0.1835, 1.0431, 1.9163)  0.82
C (-0.1065, 2.1711, 1.0196)  -0.02
C (0.8957, 2.3052, -0.0970)  0.23
C (1.4900, 3.5227, -0.3897)  -0.89
C (2.3791, 3.5974, -1.4518)  -0.58
C (2.6489, 2.4528, -2.1798)  -0.72
C (2.0103, 1.2775, -1.8147)  -0.74
N (1.1526, 1.1999, -0.8027)  0.53
C (1.5169, 1.1452, 2.5150)  -1.50
C (2.5999, 0.4774, 1.6970)  1.03
C (3.8322, 1.0776, 1.5043)  -0.83
C (4.8053, 0.3874, 0.7939)  -0.55
C (4.5148, -0.8757, 0.3125)  -0.60
C (3.2505, -1.4009, 0.5492)  0.14
N (2.3108, -0.7359, 1.2214)  -0.17
C (-2.2031, 0.6057, 2.4082)  0.77
C (-3.3088, 1.4139, 2.6108)  -0.66
C (-4.5361, 1.0083, 2.1053)  -0.41
C (-4.6125, -0.1840, 1.4132)  -0.52
C (-3.4512, -0.9203, 1.2448)  -0.17
N (-2.2718, -0.5474, 1.7357)  -0.44
H (-0.9286, 1.9310, 3.4986)  0.33
H (-0.5499, 0.2119, 3.6773)  0.59
H (-0.1460, 3.1134, 1.5872)  0.29
H (-1.0854, 2.0045, 0.5549)  -0.56
H (1.2550, 4.3953, 0.2054)  0.50
H (2.8541, 4.5370, -1.7027)  0.46
H (3.3337, 2.4617, -3.0159)  0.47
H (2.1929, 0.3589, -2.3619)  0.51
H (1.4944, 0.6320, 3.4788)  0.60
H (1.7860, 2.1918, 2.7112)  0.24
H (4.0202, 2.0706, 1.8919)  0.41
H (5.7754, 0.8353, 0.6191)  0.42
H (5.2433, -1.4495, -0.2432)  0.46
H (2.9515, -2.3784, 0.1804)  0.07
H (-3.2067, 2.3475, 3.1481)  0.36
H (-5.4152, 1.6250, 2.2425)  0.45
H (-5.5415, -0.5321, 0.9850)  0.41
H (-3.4685, -1.8449, 0.6796)  0.37
C (-5.3786, 2.6315, -1.4786)  -0.86
Si (-3.5467, 2.9348, -1.7454)  -0.14
C (-3.2983, 3.6787, -3.4460)  -1.01
C (-2.9524, 4.1647, -0.4488)  -0.63
C (-2.5989, 1.4029, -1.5560)  -0.47
C (-1.9578, 0.3728, -1.3431)  0.06
H (-5.9563, 3.5533, -1.5823)  0.31
H (-5.5622, 2.2237, -0.4823)  0.13
H (-5.7545, 1.9099, -2.2067)  0.31
H (-3.8507, 4.6150, -3.5572)  0.30
H (-3.6407, 2.9873, -4.2184)  0.31
H (-2.2408, 3.8798, -3.6291)  0.27
H (-3.4971, 5.1105, -0.5012)  0.42
H (-1.8883, 4.3771, -0.5847)  0.16
H (-3.0875, 3.7537, 0.5557)  0.11
C (1.6224, -6.7496, 0.3566)  -1.59
C (2.0662, -5.7549, -0.7245)  2.32
C (1.7738, -6.3480, -2.1091)  -1.58
C (3.5742, -5.5037, -0.5895)  -1.65
C (1.3358, -4.4837, -0.5624)  -2.92
C (0.7285, -3.4290, -0.4261)  1.00
H (2.1570, -7.6970, 0.2462)  0.37
H (0.5520, -6.9425, 0.2799)  0.40
H (1.8233, -6.3487, 1.3509)  0.37
H (2.3084, -7.2928, -2.2412)  0.37
H (2.0845, -5.6583, -2.8948)  0.38
H (0.7055, -6.5321, -2.2263)  0.39
H (4.1311, -6.4364, -0.7132)  0.43
H (3.8076, -5.0923, 0.3945)  0.32
H (3.9129, -4.7962, -1.3486)  0.34

The molecular weight comes out at 556.3 g/mol. Its orbital gap is 8.008 eV. Its LUMO energy is 0.22 eV. The calculation puts the total energy at -1665.86873 Ha. As for the total charge: 0. The HOMO energy comes out at -7.79 eV.